[1]
DFT (the ωB97M-V functional and the def2-TZVPD basis) results for 2 unconnected molecules or ions with the total composition C15H27BClNO8P3 in a non-equilibrium geometry.

## Properties
Net charge: -1
HOMO energy (eV): -3.9
Lowest unoccupied orbital energy (eV): 2.6
Orbital gap (eV): 6.47

```
56
Properties=species:S:1:pos:R:3:forces:R:3
C -1.150890 5.138618 1.235054 0.05 -0.46 -0.51
C -0.937000 3.834119 0.948176 0.06 0.36 0.38
C -1.084288 2.691014 1.935524 -0.84 0.50 -1.14
C -0.172177 1.466857 1.662907 -1.48 0.76 1.66
P 1.642968 1.849148 2.165257 1.83 -1.55 -1.80
O 1.762442 1.332992 3.722820 -0.22 1.43 -0.10
O 1.790586 3.511124 2.196441 -0.43 -0.32 0.68
O -0.597727 0.586032 2.699182 0.34 -0.45 0.29
B -0.460094 -0.777880 2.268419 0.28 -0.29 -1.00
Cl 1.334967 -1.521112 2.363183 0.65 0.20 0.26
P -1.626049 -2.098830 3.124724 -1.56 0.32 0.67
C -2.049167 -3.272947 1.742386 0.75 -0.03 -0.22
C -0.662166 -3.143892 4.327943 0.52 -0.71 -0.37
C -0.023823 -4.412342 3.720891 0.00 0.18 0.01
O -0.695707 -0.678124 0.821417 -0.84 -0.22 0.10
C -0.411468 0.625128 0.345206 0.59 -1.44 0.22
C 0.784591 0.484146 -0.641124 -1.47 0.40 1.15
C 1.392357 1.654874 -1.055872 0.50 0.55 -0.41
C 2.475924 1.604052 -1.916605 -0.27 -0.67 0.16
C 2.860509 0.327258 -2.304548 0.27 0.83 -0.16
C 2.142666 -0.747923 -1.846108 0.17 -1.79 -0.20
N 1.098813 -0.755278 -1.012634 0.73 1.45 -0.63
P -1.961517 0.930949 -0.577229 0.61 0.50 -0.42
O -1.971520 2.151025 -1.398429 -0.23 0.41 0.06
O -2.135004 -0.349339 -1.538050 -0.04 0.06 0.34
O -3.145140 0.829954 0.481813 0.08 -0.44 -0.32
H -2.078801 5.508573 1.660742 0.64 -0.05 1.44
H -0.356839 5.824933 0.949373 -0.89 0.49 -1.23
H -0.604586 3.618740 -0.067087 1.30 -0.10 0.51
H -0.782305 3.076308 2.907561 -0.06 0.01 0.06
H -2.134696 2.398934 2.040159 0.16 -0.43 0.00
H 1.470522 2.007275 4.354459 -0.33 -0.33 0.18
H 1.831543 3.878438 3.087571 -0.19 0.17 -0.06
H -2.918587 -2.934365 1.180287 -0.01 0.13 0.09
H -2.258142 -4.279629 2.105074 -0.11 0.08 0.17
H -1.208101 -3.349181 1.046327 -0.09 -0.03 -0.07
H -1.306473 -3.495008 5.136756 -0.22 0.32 -0.01
H 0.119372 -2.541077 4.790142 -0.06 0.24 -0.15
H 0.378632 -4.226952 2.726826 0.02 0.04 0.00
H 0.800572 -4.789254 4.332065 -0.07 0.01 0.09
H -0.777868 -5.198461 3.649298 0.08 -0.08 -0.07
H 1.029619 2.606354 -0.692395 -0.06 -0.02 0.04
H 3.001435 2.478750 -2.271417 -0.05 0.13 0.10
H 3.708157 0.174571 -2.958336 -0.04 -0.11 -0.06
H 2.452820 -1.730297 -2.197891 -0.05 0.02 0.06
H -2.059158 0.026805 -2.423644 -0.01 -0.16 -0.14
H -3.200349 -0.089830 0.787092 -0.01 0.08 0.35
C -0.085242 -0.764192 -6.041774 -0.01 0.07 0.03
C 1.389275 -1.093689 -6.186157 -0.25 -0.31 0.11
O 1.865466 -1.816130 -5.057562 0.22 0.12 -0.07
H -0.254190 -0.178324 -5.137615 0.05 0.04 -0.02
H -0.448001 -0.197868 -6.901748 -0.02 -0.02 0.01
H -0.677936 -1.677847 -5.951544 0.00 -0.01 -0.08
H 1.979008 -0.180439 -6.254374 0.08 -0.05 0.08
H 1.564585 -1.686436 -7.091882 0.00 0.14 -0.10
H 1.358181 -2.630324 -4.991049 -0.03 0.00 0.08
```
Forces are in eV/Å.

---

[2]
DFT (the ωB97M-V functional and the def2-TZVPD basis) results for a molecular structure, C15H27Cl5GeNiS4SbSi3 in a non-equilibrium geometry.

## Properties
Net charge: -2
Relative energy (zero: lowest compared OMol25 entry of this formula, charge and spin) (eV): 2.771
HOMO energy (spin up / spin down) (eV): -1.0 / -1.3
Lowest unoccupied orbital energy (spin up / spin down) (eV): 3.9 / 3.9
Orbital gap (spin up / spin down) (eV): 4.91 / 5.25
Multiplicity: 2

```
57
Properties=species:S:1:pos:R:3:forces:R:3
Ni -0.520502 2.193509 -0.202160 1.84 0.87 0.58
S 3.462598 4.833809 -2.185060 -0.46 -0.10 0.30
Sb 2.687198 3.669409 -0.346060 0.55 0.41 -0.74
S 1.096098 1.819309 -1.611460 -0.39 -0.14 -0.59
S -0.125302 4.402709 -0.278360 0.35 -0.76 0.26
S 4.536098 2.332609 0.194840 -0.28 0.20 0.21
Cl -2.896702 2.389109 0.213440 -1.33 0.09 -0.16
C -2.175102 2.579609 1.774640 0.96 -0.13 0.55
C -0.780402 2.394609 1.781040 -1.33 0.80 -0.13
C -0.144602 2.784209 2.967240 -0.04 -0.30 -0.81
Cl 1.587198 2.758409 3.008140 0.05 -0.14 0.05
C -0.847302 3.253009 4.068740 -0.15 -0.04 0.09
Cl -0.027902 3.799709 5.488540 0.13 -0.05 0.07
C -2.238602 3.308709 4.035540 -0.02 0.01 -0.08
Cl -3.121402 3.817709 5.426740 -0.13 0.05 0.15
C -2.916702 2.979909 2.864840 -0.18 0.11 0.13
Cl -4.641802 3.113409 2.783140 -0.05 -0.01 -0.02
C 0.495398 -0.846491 2.776640 0.30 0.07 -0.64
Si 1.599398 -1.041491 1.222540 0.17 -0.47 0.44
C 1.698998 -2.921991 0.861340 -0.15 0.52 0.05
C 3.383298 -0.516891 1.611440 -0.74 0.04 -0.23
Ge 0.421098 -0.143091 -0.724760 0.38 -0.71 0.10
Si -1.987802 -0.772891 -0.504860 -0.84 -0.32 0.06
C -1.947402 -2.681391 -0.719760 0.36 0.48 0.02
C -3.142802 -0.228391 -1.948360 0.66 0.10 0.39
C -2.938902 -0.605591 1.167240 0.46 0.08 -0.37
Si 1.099398 -1.147291 -2.827560 0.24 0.09 -0.93
C 0.152698 -0.268991 -4.250860 0.19 -0.09 0.61
C 0.881298 -3.012991 -3.226760 -0.05 0.47 0.48
C 2.970798 -0.803391 -2.997160 -0.60 0.02 0.23
H 1.004898 -1.183891 3.675140 0.21 -0.10 0.11
H -0.429002 -1.410791 2.681040 -0.16 -0.10 -0.08
H 0.238098 0.200009 2.908140 -0.06 0.12 0.06
H 2.157598 -3.432891 1.702240 0.16 -0.11 0.23
H 2.300598 -3.115691 -0.022060 0.15 -0.01 -0.18
H 0.721498 -3.363191 0.699740 -0.26 -0.09 -0.07
H 3.693098 -0.863491 2.594840 -0.14 -0.26 0.23
H 3.520698 0.561309 1.582940 -0.02 0.10 -0.06
H 4.070498 -0.925091 0.875140 0.08 -0.05 -0.17
H -1.338802 -2.981391 -1.565360 0.13 -0.08 -0.20
H -2.952202 -3.065191 -0.876660 -0.29 0.07 -0.01
H -1.546002 -3.170891 0.161340 0.12 -0.08 0.23
H -2.981002 -0.887591 -2.796460 0.06 -0.14 -0.17
H -2.938302 0.784909 -2.278060 0.06 0.20 -0.07
H -4.194402 -0.281491 -1.674160 -0.09 -0.09 0.21
H -2.343502 -0.113191 1.930340 0.09 0.08 0.11
H -3.209402 -1.588191 1.544140 0.07 -0.28 -0.02
H -3.855002 -0.033891 1.060840 -0.11 0.11 -0.13
H -0.890902 -0.575091 -4.275360 -0.18 -0.13 0.03
H 0.581398 -0.465991 -5.230760 0.19 -0.18 -0.11
H 0.173098 0.804909 -4.089960 0.03 0.14 0.04
H -0.139202 -3.254691 -3.499560 -0.30 -0.02 -0.05
H 1.160898 -3.650091 -2.395560 0.10 -0.19 0.22
H 1.515298 -3.264891 -4.069460 0.21 0.01 -0.24
H 3.143598 0.261809 -3.115660 0.00 0.19 0.04
H 3.410998 -1.315591 -3.848360 -0.04 -0.19 -0.20
H 3.507098 -1.108591 -2.101360 0.09 -0.06 0.15
```
Forces are in eV/Å.

---

[3]
DFT (the ωB97M-V functional and the def2-TZVPD basis) results for a single C15H27N2O3P molecule in a non-equilibrium geometry.

## Properties
SMILES string: CC(C)(Cc1ccccc1)N[P@@](=O)([O-])OCC[N+](C)(C)C
Net charge: 0
Relative energy (zero: lowest compared OMol25 entry of this formula, charge and spin) (eV): 0.000
HOMO energy (eV): -7.7
Lowest unoccupied orbital energy (eV): -0.1
Orbital gap (eV): 7.56

```
48
Properties=species:S:1:pos:R:3:forces:R:3
C 2.278416 -1.418273 -1.436313 -2.44 0.07 2.17
C 1.639518 -1.746103 -0.054759 1.57 -1.93 1.29
C 2.089853 -3.172683 0.386887 0.84 0.91 -0.65
C 0.128246 -1.681446 0.084262 -1.50 -0.39 0.40
C -0.741688 -2.782922 -0.589425 -1.66 1.15 -1.57
C -1.391384 -2.482192 -1.820675 1.96 -0.09 0.39
C -2.206269 -3.315654 -2.526914 -1.49 -0.92 1.88
C -2.727285 -4.381897 -1.809055 -0.49 -2.15 0.07
C -2.271951 -4.690765 -0.526036 -1.04 -0.96 -0.66
C -1.297286 -3.911736 0.018032 1.45 1.52 1.78
N 2.269947 -1.020051 1.053271 -1.12 1.67 0.09
P 2.112800 0.680743 1.233486 2.99 0.64 -2.67
O 3.239435 1.064227 2.090454 0.25 0.28 1.74
O 2.191822 1.340369 -0.135305 -1.36 -0.11 -0.08
O 0.675580 1.169440 1.855750 -0.08 1.11 0.44
C 0.702246 2.599756 2.201660 -1.42 -0.49 -0.40
C -0.657749 3.236342 1.758566 2.06 -1.01 1.72
N -0.739574 3.409528 0.306997 -2.39 0.92 0.27
C -0.727905 2.143044 -0.448533 3.08 -1.98 0.13
C 0.215009 4.434089 -0.161855 -0.05 -0.29 -0.93
C -2.167401 3.875411 0.154730 -0.04 0.70 -0.03
H 3.311659 -1.536937 -1.443441 1.88 -0.04 0.35
H 1.879519 -2.147022 -2.067601 -0.78 -0.86 -1.69
H 1.994199 -0.412601 -1.623560 -0.04 0.84 -0.80
H 1.827581 -3.387654 1.408767 -0.16 0.08 0.37
H 3.188979 -3.203208 0.281486 -0.35 -0.12 0.20
H 1.700786 -3.914480 -0.241681 -0.62 -1.29 -1.03
H -0.271513 -0.717709 -0.247540 0.19 -0.01 -0.36
H -0.139238 -1.666858 1.170107 0.53 -0.29 -0.59
H -1.261045 -1.575497 -2.327151 0.91 1.57 -0.32
H -2.693165 -2.980187 -3.404099 -0.11 0.14 -0.97
H -3.498826 -5.090603 -2.165493 0.43 0.79 -0.33
H -2.739360 -5.551444 0.024699 0.63 1.09 -0.51
H -1.056566 -3.954157 1.066201 0.28 -0.82 0.38
H 3.275446 -1.170557 0.930486 -0.33 0.43 0.63
H 0.737941 2.648986 3.250629 -0.38 -0.14 1.67
H 1.551531 3.258010 1.994011 0.27 -0.85 -1.13
H -0.733819 4.281756 2.204254 -0.27 -1.58 -0.29
H -1.441828 2.484309 2.018592 0.37 1.07 0.18
H 0.321963 1.812654 -0.762279 -0.81 0.88 0.53
H -1.359859 2.138657 -1.288553 -0.94 0.48 -0.93
H -0.967519 1.338588 0.237257 -0.50 0.07 0.07
H 0.202914 5.329728 0.463203 -0.20 -0.23 -0.09
H -0.092559 4.632246 -1.185898 0.19 0.41 -0.04
H 1.191523 3.979052 -0.197892 0.41 -0.15 0.15
H -2.843824 3.036837 0.301012 0.13 0.10 0.01
H -2.448294 4.721543 0.776380 0.41 -0.22 0.68
H -2.251008 4.297319 -0.807122 -0.27 -0.04 -1.53
```
Forces are in eV/Å.

---

[4]
DFT (the ωB97M-V functional and the def2-TZVPD basis) results for a molecular structure, C15H27N2O4PtSi in a non-equilibrium geometry.

## Properties
Net charge: +3
Relative energy (zero: lowest compared OMol25 entry of this formula, charge and spin) (eV): 0.000
HOMO energy (eV): -17.6
Lowest unoccupied orbital energy (eV): -10.1
Orbital gap (eV): 7.55

```
50
Properties=species:S:1:pos:R:3:forces:R:3
Pt -0.868495 -0.897937 0.292292 -0.13 -0.54 1.69
C -4.277124 2.047430 2.773826 -0.01 -0.01 -0.02
O -4.052993 0.930911 1.849497 0.07 -0.02 0.02
C -2.881403 0.561622 1.500565 -0.08 0.03 -0.07
O -2.772486 -0.418557 0.709247 0.18 -0.09 0.00
N -1.769872 1.204432 1.925709 -0.05 0.00 0.04
N -0.513410 0.663843 1.539280 -0.04 0.32 -0.18
H -5.354264 2.107660 2.869860 0.00 0.01 0.01
H -3.888332 2.963508 2.332580 0.00 0.01 0.01
H -3.828998 1.811855 3.737791 0.00 0.01 0.01
H -1.783456 1.937951 2.621608 0.03 0.01 -0.01
H -0.014140 0.345736 2.373393 0.01 -0.08 -0.03
H 0.055338 1.389053 1.085335 -0.02 0.04 0.06
C -1.714104 -5.553910 -1.401903 0.46 -0.02 -0.44
Si -2.273948 -3.837778 -1.361904 -2.14 -1.78 0.79
C -4.018273 -3.394125 -1.600238 0.29 0.21 -0.44
C -0.865116 -2.327317 -2.168147 0.20 -0.13 2.27
O -1.358610 -2.774249 -0.591692 1.31 1.65 -2.07
H -2.066149 -6.052961 -2.310172 -0.07 0.00 0.05
H -2.171517 -6.068228 -0.546854 -0.02 0.07 0.03
H -0.630049 -5.661130 -1.345528 -0.02 -0.04 0.09
H -4.383478 -3.735883 -2.572646 -0.06 -0.04 0.03
H -4.195210 -2.323292 -1.502345 -0.12 -0.04 0.09
H -4.568613 -3.951830 -0.832595 -0.04 0.06 0.04
H -1.272336 -2.995603 -2.956766 0.07 0.04 -0.02
H 0.188706 -2.457376 -1.957685 0.15 0.02 -0.77
H -1.244146 -1.314745 -2.165003 -0.03 -0.02 -0.78
C 3.452668 4.727801 -0.057327 -0.02 -0.02 0.01
C 3.070874 3.284726 -0.031111 0.04 0.06 0.03
C 1.923421 2.837673 -0.713870 -0.03 -0.05 -0.02
C 1.561122 1.513401 -0.748906 0.04 -0.08 -0.04
C 0.422838 1.112395 -1.662945 0.20 0.09 0.14
C 2.371662 0.561525 -0.038834 -0.02 0.00 -0.02
C 2.120420 -0.839441 -0.024686 0.09 0.02 0.08
O 1.026914 -1.480319 -0.058018 -0.12 0.19 -0.18
C 3.572191 0.995968 0.605723 -0.05 -0.11 -0.01
C 4.527701 0.079382 1.323493 0.00 0.03 -0.02
C 3.872319 2.347827 0.606873 -0.01 0.04 0.02
H 2.604836 5.369446 -0.287644 0.00 0.00 0.00
H 4.207565 4.883418 -0.833350 0.00 0.00 0.00
H 3.896485 5.038597 0.887208 0.01 0.00 0.00
H 1.349799 3.558623 -1.284780 0.00 0.00 -0.01
H 0.227719 1.893255 -2.394572 0.04 0.00 -0.01
H -0.496115 0.962907 -1.089178 -0.12 0.11 -0.33
H 0.655368 0.191066 -2.199545 -0.01 0.04 -0.02
H 2.978675 -1.507908 0.036115 0.03 0.03 0.00
H 4.162744 -0.926571 1.503613 0.01 0.00 0.03
H 4.785089 0.504899 2.293168 0.01 0.01 0.00
H 5.458250 0.012295 0.755993 0.00 -0.01 -0.01
H 4.769935 2.679954 1.115073 0.00 0.00 0.00
```
Forces are in eV/Å.